(1)
C4H11N3O | ωB97M-V/def2-TZVPD

XYZ file:
```
19
Properties=species:S:1:pos:R:3
C -0.76 -1.77 1.53
C -0.26 0.83 -1.93
C -0.80 0.87 -0.57
C 0.11 -1.12 0.50
N -1.93 1.06 -0.12
N 0.83 -1.71 -0.37
H -2.05 1.11 0.89
H 0.72 -2.73 -0.33
H -0.72 -2.86 1.47
H -0.46 -1.46 2.54
H -1.02 1.20 -2.62
H 0.03 -0.19 -2.19
H 0.62 1.48 -2.00
H -1.80 -1.46 1.40
N 1.83 1.77 -0.07
O 0.58 1.48 0.58
H 0.42 0.13 0.74
H 2.38 0.91 0.02
H 2.26 2.47 0.52
```

lowest unoccupied orbital energy	0.48	eV
relative energy (zero: lowest compared OMol25 entry of this formula, charge and spin)	6.336	eV
frontier orbital gap	8.9	eV
highest occupied orbital energy	-8.3723	eV
electronic energy	-10838.8749	eV

---

(2)
C4H11N3O | ωB97M-V/def2-TZVPD

XYZ file:
```
19
Properties=species:S:1:pos:R:3
C -1.29 -0.21 0.45
C -1.93 -1.56 0.21
C 0.63 -0.76 0.33
N 1.04 -1.34 -0.74
H 1.24 -2.32 -0.58
H 0.69 -1.15 1.34
H -1.87 0.55 -0.07
H -1.28 0.07 1.51
H -1.79 -1.87 -0.83
H -1.51 -2.34 0.85
H -3.01 -1.54 0.39
N 2.66 0.94 -0.16
C 0.19 1.54 -0.50
O 1.25 0.83 0.34
N -0.08 2.74 -0.28
H 2.61 0.41 -1.04
H 2.73 1.93 -0.40
H -0.43 3.03 0.63
H 0.16 1.03 -1.46
```

lowest unoccupied orbital energy (alpha / beta)	0.37 / 0.37	eV
relative energy (zero: lowest compared OMol25 entry of this formula, charge and spin)	8.270	eV
frontier orbital gap (alpha / beta)	8.2 / 8.2	eV
highest occupied orbital energy (alpha / beta)	-7.8252 / -7.8249	eV
electronic energy	-10836.9410	eV

---

(3)
C4H11N3O | ωB97M-V/def2-TZVPD

XYZ file:
```
19
Properties=species:S:1:pos:R:3
C -1.51 0.67 0.25
C 0.41 -0.84 1.09
C 2.57 -0.94 0.01
N 1.77 -0.25 0.83
C -0.27 -0.15 -0.03
N -2.00 1.30 -0.98
O -1.28 1.67 1.23
N -0.12 -0.73 -1.30
H -0.55 2.21 0.90
H 1.26 0.67 0.35
H -2.27 0.03 0.72
H -2.77 1.91 -0.74
H -2.34 0.60 -1.62
H -0.23 -0.06 -2.05
H 0.45 -1.93 1.05
H 0.06 -0.50 2.06
H 0.86 -1.20 -1.36
H 3.45 -0.44 -0.36
H 2.50 -2.02 -0.05
```

lowest unoccupied orbital energy (alpha / beta)	0.74 / 0.47	eV
relative energy (zero: lowest compared OMol25 entry of this formula, charge and spin)	4.721	eV
frontier orbital gap (alpha / beta)	7.5 / 7.1	eV
highest occupied orbital energy (alpha / beta)	-6.7494 / -6.5944	eV
electronic energy	-10840.4906	eV

---

(4)
C4H11N3O | ωB97M-V/def2-TZVPD

XYZ file:
```
19
Properties=species:S:1:pos:R:3
C 0.96 -2.39 1.15
C 1.63 -0.55 -0.38
O 1.39 -1.06 1.02
N 1.32 -1.13 -1.45
H 0.55 -1.80 -1.42
H 2.44 0.18 -0.31
H 1.35 -2.80 2.09
H 1.34 -3.07 0.37
H -0.13 -2.45 1.11
C -1.60 2.50 0.33
C -1.06 1.13 0.01
N -0.13 1.15 -1.07
N -1.73 0.11 0.37
H -0.04 0.35 -1.68
H 0.25 2.04 -1.36
H -1.31 -0.76 0.05
H -2.07 2.94 -0.55
H -0.79 3.16 0.64
H -2.36 2.42 1.09
```

lowest unoccupied orbital energy	0.93	eV
relative energy (zero: lowest compared OMol25 entry of this formula, charge and spin)	2.864	eV
frontier orbital gap	10.0	eV
highest occupied orbital energy	-9.0628	eV
SMILES	[H]/N=C(/C)N.[H]/N=C\OC
electronic energy	-10842.3472	eV

---

(5)
C4H11N3O | ωB97M-V/def2-TZVPD

XYZ file:
```
19
Properties=species:S:1:pos:R:3
C 1.32 1.77 0.53
C 0.58 1.62 -1.78
C -0.98 -2.93 1.17
N 0.80 0.92 -0.52
N -0.39 -1.00 -0.05
N -1.41 -1.95 0.20
C -0.69 0.23 -0.01
O -1.53 1.06 0.19
H 1.31 0.01 -0.63
H -2.27 -1.48 0.50
H 2.23 2.29 0.22
H 0.55 2.50 0.79
H 1.48 2.14 -2.11
H -0.23 2.33 -1.63
H 0.28 0.90 -2.54
H 1.53 1.17 1.42
H -1.76 -3.68 1.27
H -0.77 -2.51 2.17
H -0.07 -3.40 0.79
```

lowest unoccupied orbital energy	0.75	eV
relative energy (zero: lowest compared OMol25 entry of this formula, charge and spin)	2.803	eV
frontier orbital gap	8.3	eV
highest occupied orbital energy	-7.5640	eV
SMILES	CN/N=C(\[O-])[NH+](C)C
electronic energy	-10842.4081	eV

---

(6)
C4H11N3O2 | ωB97M-V/def2-TZVPD

XYZ file:
```
20
Properties=species:S:1:pos:R:3
C -0.85 -1.62 1.29
C -1.19 -0.28 1.83
O -0.15 0.53 2.11
O -2.28 0.21 1.97
H 0.10 -1.43 0.74
H -1.61 -2.13 0.68
H -0.91 -2.39 2.04
C 2.57 0.43 -0.36
C 0.47 0.22 -1.60
N 1.14 0.75 -0.64
N 0.80 -0.36 -2.77
N -0.98 0.40 -1.51
H 0.69 0.60 1.64
H 1.73 -0.81 -2.79
H 0.10 -0.61 -3.45
H -1.03 1.01 -0.69
H -1.42 0.83 -2.32
H 2.59 0.64 0.81
H 3.20 1.12 -0.93
H 2.77 -0.65 -0.50
```

lowest unoccupied orbital energy (alpha / beta)	3.72 / 3.52	eV
relative energy (zero: lowest compared OMol25 entry of this formula, charge and spin)	2.144	eV
frontier orbital gap (alpha / beta)	2.9 / 8.9	eV
highest occupied orbital energy (alpha / beta)	0.8298 / -5.3440	eV
multiplicity	2
electronic energy	-12890.0732	eV
total charge	-1
<S²>	0.75

---

(7)
C4H11N3O2 | ωB97M-V/def2-TZVPD

XYZ file:
```
20
Properties=species:S:1:pos:R:3
C -0.93 -1.43 1.75
C -1.69 -0.22 2.17
O -1.00 0.97 2.12
O -2.84 -0.17 2.50
H 0.12 -1.53 2.07
H -0.83 -1.52 0.66
H -1.54 -2.24 2.15
C 2.01 0.46 0.00
C 0.17 0.45 -1.46
N 0.64 0.76 -0.29
N 0.87 -0.20 -2.43
N -1.08 0.86 -1.82
H -0.49 1.16 1.30
H 1.76 -0.60 -2.22
H 0.32 -0.62 -3.16
H -1.46 1.52 -1.16
H -1.31 1.06 -2.78
H 2.12 0.68 1.08
H 2.74 1.18 -0.44
H 2.41 -0.56 -0.03
```

lowest unoccupied orbital energy	0.52	eV
relative energy (zero: lowest compared OMol25 entry of this formula, charge and spin)	0.778	eV
frontier orbital gap	9.7	eV
highest occupied orbital energy	-9.2225	eV
SMILES	CN=C(N)N.CC(=O)O
electronic energy	-12892.0520	eV

---

(8)
C4H11N3O2 | ωB97M-V/def2-TZVPD

XYZ file:
```
20
Properties=species:S:1:pos:R:3
C -3.77 -0.62 -0.04
C -2.36 -0.50 -0.40
O -1.84 0.74 -0.48
O -1.69 -1.44 -0.78
H -3.79 -1.48 0.64
H -4.34 -1.08 -0.86
H -4.30 0.25 0.31
C 1.64 1.57 1.48
C 1.67 -0.11 -0.17
N 0.94 0.73 0.48
N 2.96 0.16 -0.60
N 1.09 -1.29 -0.65
H -0.85 0.67 -0.46
H 0.84 1.98 2.08
H 2.14 2.35 0.86
H 3.54 -0.62 -0.86
H 3.53 0.96 -0.36
H 0.55 -1.19 -1.51
H 1.72 -2.07 -0.77
H 2.34 0.98 2.07
```

lowest unoccupied orbital energy	0.72	eV
relative energy (zero: lowest compared OMol25 entry of this formula, charge and spin)	1.509	eV
frontier orbital gap	9.3	eV
highest occupied orbital energy	-8.6164	eV
SMILES	CN=C(N)N.CC(=O)O
electronic energy	-12891.3212	eV